# 1
{"formula": "C2H3Cl2N", "method": "ωB97M-V with the def2-TZVPD basis set", "symbols": ["C", "C", "N", "Cl", "Cl", "H", "H", "H"], "xyz": [[0.42167, -0.22714, 0.83233], [-0.31121, 0.47456, -0.26417], [-0.55063, -0.87632, -0.48484], [0.64549, 1.32607, -1.48666], [-1.76767, 1.30883, 0.14855], [1.44823, -0.73077, 0.76177], [0.03806, -0.10101, 1.77161], [0.07606, -1.17422, -1.27859]], "atomic_forces_ev_per_a": [[5.321, 1.912, 3.553], [0.174, -1.618, -0.387], [-1.272, -2.486, -6.019], [0.054, 0.225, 0.197], [-0.399, 0.633, 0.382], [-2.040, 0.592, -0.370], [-0.556, 0.739, 2.359], [-1.282, 0.002, 0.285]], "orbital_gap_ev": [6.749, 8.509], "total_charge": 0, "e_above_lowest_kj_mol": 170.4, "total_energy_ev": -28651.0487, "spin_multiplicity": 3}

# 2
{"formula": "C16H22N2O10S", "method": "ωB97M-V with the def2-TZVPD basis set", "symbols": ["O", "C", "C", "C", "C", "C", "C", "C", "S", "C", "N", "N", "C", "O", "C", "O", "O", "H", "H", "H", "H", "H", "H", "H", "H", "H", "H", "C", "O", "C", "O", "O", "C", "H", "H", "H", "H", "H", "H", "C", "O", "C", "O", "O", "C", "H", "H", "H", "H", "H", "H"], "xyz": [[-7.54167, -3.09825, -2.18401], [-7.35113, -2.52620, -1.14957], [-6.10766, -2.60113, -0.29755], [-6.29239, -1.71546, 0.65464], [-5.38781, -1.31261, 1.76155], [-4.84329, 0.11224, 1.45311], [-3.34688, 0.23562, 1.69376], [-2.52334, -0.45730, 0.58608], [-1.46267, 0.72839, -0.28085], [-1.85609, 0.57893, -1.96752], [-1.19649, 1.20947, -2.81645], [-1.75045, 0.94083, -4.05311], [-2.68884, 0.14438, -3.83659], [-2.83837, -0.14978, -2.54473], [-7.61381, -1.03430, 0.50196], [-8.05496, -0.12107, 1.13588], [-8.23135, -1.65557, -0.56687], [-5.25646, -3.23114, -0.44816], [-4.56432, -2.01386, 1.85174], [-5.92488, -1.32385, 2.70383], [-5.43207, 0.84201, 1.99490], [-5.00238, 0.29202, 0.39241], [-3.06171, -0.11532, 2.67868], [-3.11165, 1.29322, 1.62712], [-1.88842, -1.20067, 1.05680], [-3.16631, -0.99438, -0.10061], [-3.29273, -0.23018, -4.63542], [5.93533, 0.40433, -2.07457], [5.14680, 1.17388, -2.98022], [3.83474, 0.97510, -2.84676], [3.31863, 0.23597, -2.04806], [3.20494, 1.73195, -3.73404], [1.77477, 1.62096, -3.69454], [6.97715, 0.64539, -2.26471], [5.69644, 0.66348, -1.04731], [5.78672, -0.66142, -2.24126], [1.38940, 1.93474, -2.72966], [1.46265, 0.60251, -3.91372], [1.38180, 2.28149, -4.46133], [4.62035, 0.29570, 1.50833], [5.98388, 0.43502, 1.91612], [6.16000, 0.48314, 3.23452], [5.29478, 0.42027, 4.06560], [7.46449, 0.61311, 3.47298], [7.80182, 0.67825, 4.85891], [4.60595, 0.26839, 0.42670], [4.19724, -0.63320, 1.88579], [4.02833, 1.14527, 1.84374], [7.50483, -0.23537, 5.37041], [7.33550, 1.54252, 5.32804], [8.88157, 0.78246, 4.91402]], "atomic_forces_ev_per_a": [[-0.425, 0.536, 0.709], [1.383, -1.261, -0.826], [-1.361, 0.378, -0.481], [0.529, 0.322, 1.582], [0.150, 0.499, -0.330], [-0.029, -0.671, 0.075], [-0.210, 0.572, -0.570], [-0.106, -0.305, 0.718], [-0.186, -0.199, 0.069], [-0.713, -0.956, 1.283], [1.865, 1.826, -1.347], [1.526, 1.238, -0.675], [-0.803, -0.468, -0.938], [-1.094, -0.959, 1.345], [0.357, 0.028, 0.122], [-0.018, -0.836, -0.657], [-0.769, 0.665, -0.122], [0.089, -0.280, -0.298], [0.105, -0.200, -0.086], [-0.103, 0.058, 0.174], [0.049, 0.200, 0.132], [-0.102, 0.279, -0.165], [0.046, -0.098, 0.186], [0.110, 0.213, 0.331], [0.304, -0.102, -0.199], [-0.054, 0.059, -0.336], [-0.572, -0.537, 0.298], [0.315, -0.110, 0.052], [0.085, -0.016, -0.034], [-0.008, 0.150, -0.097], [-0.032, -0.089, 0.130], [-0.028, 0.020, -0.096], [-0.209, 0.088, -0.069], [-0.060, 0.148, -0.142], [0.036, -0.039, -0.060], [-0.115, 0.005, 0.076], [0.027, -0.120, 0.054], [0.022, -0.034, 0.127], [0.167, 0.045, -0.041], [-0.288, -0.022, -0.059], [0.005, -0.003, -0.131], [0.086, 0.008, -0.112], [-0.099, -0.009, 0.110], [0.093, 0.008, -0.007], [0.166, 0.021, 0.191], [0.080, -0.034, -0.016], [-0.007, 0.053, 0.128], [0.003, -0.049, 0.135], [-0.110, 0.043, 0.013], [-0.100, -0.063, 0.016], [0.005, -0.003, -0.165]], "orbital_gap_ev": 8.425, "total_charge": 0, "total_energy_ev": -51237.8277, "smiles": "O=C1C=C(CCCCSc2nnco2)C(=O)O1.COC(=O)OC.COC(=O)OC"}

# 3
{"formula": "C44H51GeINO8STi", "method": "ωB97M-V with the def2-TZVPD basis set", "symbols": ["Ti", "O", "S", "O", "O", "O", "C", "C", "C", "O", "C", "C", "O", "C", "O", "C", "C", "C", "C", "C", "C", "C", "C", "C", "C", "C", "C", "C", "O", "C", "C", "C", "C", "C", "C", "C", "C", "C", "C", "C", "C", "H", "H", "H", "H", "H", "H", "H", "H", "H", "H", "H", "H", "H", "H", "H", "H", "H", "H", "H", "H", "H", "H", "H", "H", "H", "H", "H", "H", "C", "C", "C", "C", "Ge", "C", "C", "C", "C", "H", "H", "H", "H", "H", "H", "H", "H", "H", "H", "H", "H", "H", "H", "H", "H", "H", "H", "H", "I", "C", "C", "C", "C", "N", "C", "H", "H", "H", "H"], "xyz": [[-0.89266, 0.80952, -1.11054], [-0.85475, 4.35165, -2.26269], [-1.33395, 3.03325, -2.56970], [-2.20835, 2.90835, -3.70407], [-2.01770, 2.39990, -1.31176], [-0.19126, 2.01464, -2.64084], [-0.25232, 2.62955, 5.02988], [-0.48789, 1.24474, 4.45487], [-0.65619, 0.18248, 5.52587], [0.60448, 0.89686, 3.61873], [0.16345, 0.61433, 2.29782], [-1.28860, 1.10140, 2.26791], [-1.64120, 1.26452, 3.63365], [-2.27870, 0.13980, 1.57224], [-1.84002, 0.00349, 0.25808], [-2.27892, -1.22244, 2.26249], [-1.56451, -2.28598, 1.72634], [-1.54028, -3.51884, 2.36661], [-2.23846, -3.70455, 3.54982], [-2.96519, -2.64905, 4.08634], [-2.98519, -1.41919, 3.44690], [-3.69857, 0.70833, 1.52654], [-4.02903, 1.98752, 1.95084], [-5.32683, 2.46467, 1.80356], [-6.30426, 1.67009, 1.22914], [-5.97949, 0.38990, 0.79787], [-4.68763, -0.08347, 0.94656], [1.10703, 1.29659, 1.27717], [0.62351, 1.00782, -0.00661], [2.52078, 0.70747, 1.35165], [2.89816, -0.31518, 2.21144], [4.18623, -0.84133, 2.15771], [5.10831, -0.34550, 1.25165], [4.74152, 0.69214, 0.40079], [3.46199, 1.21457, 0.45662], [1.18756, 2.80229, 1.53477], [0.48858, 3.70409, 0.74674], [0.55706, 5.07010, 0.99784], [1.32803, 5.54882, 2.04362], [2.04120, 4.65274, 2.83305], [1.97414, 3.29338, 2.57826], [0.68219, 2.65166, 5.59226], [-1.07380, 2.89898, 5.69489], [-0.19133, 3.35495, 4.21908], [0.22210, 0.16852, 6.17274], [-0.77400, -0.79336, 5.05598], [-1.53850, 0.39219, 6.13216], [0.20943, -0.46296, 2.11080], [-1.34716, 2.06259, 1.74422], [-1.03867, -2.14273, 0.79138], [-0.97680, -4.33630, 1.93268], [-2.22462, -4.66602, 4.04846], [-3.52213, -2.78379, 5.00575], [-3.55684, -0.60046, 3.86466], [-3.28654, 2.62666, 2.40766], [-5.56586, 3.46786, 2.13413], [-7.31214, 2.04711, 1.10622], [-6.72969, -0.23516, 0.33011], [-4.43211, -1.07519, 0.59069], [2.19823, -0.70703, 2.93658], [4.46260, -1.64320, 2.83162], [6.10860, -0.75927, 1.20858], [5.45431, 1.09008, -0.31129], [3.17018, 2.01810, -0.20860], [-0.10636, 3.37253, -0.08822], [0.00911, 5.74359, 0.35132], [1.38584, 6.61288, 2.23858], [2.65698, 5.01516, 3.64775], [2.53676, 2.60237, 3.19302], [4.82570, -3.55706, -3.09377], [4.06803, -2.46095, -2.35764], [2.72088, -2.93539, -1.82713], [1.93476, -1.83580, -1.11118], [1.38808, -0.35080, -2.30356], [0.90901, -0.82536, -4.15292], [2.10984, -1.07884, -5.06224], [1.70295, -1.29334, -6.51818], [2.89416, -1.56861, -7.42552], [5.79221, -3.20609, -3.45928], [4.25521, -3.91526, -3.95480], [5.00680, -4.41547, -2.44224], [3.92654, -1.60576, -3.02665], [4.66143, -2.08374, -1.51978], [2.89423, -3.77191, -1.13881], [2.12748, -3.34752, -2.65324], [2.53638, -1.38144, -0.32303], [1.05665, -2.25744, -0.61860], [2.48080, 0.72906, -2.36514], [0.34272, 0.03917, -4.50964], [0.22208, -1.67295, -4.16616], [2.67735, -1.95364, -4.72453], [2.80329, -0.23114, -5.01124], [1.16152, -0.40942, -6.86734], [0.99245, -2.12421, -6.56981], [3.60706, -0.74130, -7.39483], [2.59019, -1.70633, -8.46459], [3.42642, -2.47011, -7.11197], [-5.93570, -0.24383, -3.05028], [-4.07582, -1.03302, -2.52229], [-3.98902, -2.34617, -2.06738], [-2.68607, -2.83847, -1.87535], [-1.60770, -2.01916, -2.03753], [-1.69696, -0.69022, -2.36867], [-2.96362, -0.24875, -2.70597], [-4.86518, -2.95699, -1.91224], [-2.51834, -3.87130, -1.59642], [-0.60864, -2.40592, -1.88249], [-3.03700, 0.74622, -3.12799]], "atomic_forces_ev_per_a": [[0.141, 0.169, 0.076], [0.000, 0.058, -0.025], [0.083, -0.437, 0.555], [-0.092, 0.042, -0.130], [-0.227, 0.306, -0.114], [0.064, 0.074, -0.359], [-0.021, 0.025, 0.006], [0.012, 0.049, 0.007], [0.002, -0.008, 0.020], [-0.031, -0.072, 0.045], [0.014, 0.033, -0.044], [-0.006, 0.025, 0.001], [0.002, -0.040, 0.027], [0.080, 0.086, -0.143], [-0.349, -0.257, 0.249], [-0.051, 0.015, 0.069], [0.015, -0.031, -0.002], [0.014, -0.001, -0.019], [-0.012, -0.009, 0.021], [0.006, 0.005, -0.009], [-0.011, -0.014, -0.002], [0.023, 0.056, -0.010], [-0.018, -0.013, 0.042], [-0.010, -0.015, -0.003], [-0.018, 0.023, 0.007], [0.020, -0.025, 0.009], [-0.029, 0.011, -0.036], [-0.025, -0.176, -0.120], [0.039, 0.286, 0.072], [-0.010, 0.033, 0.034], [-0.003, -0.025, -0.020], [-0.015, 0.006, 0.005], [0.014, -0.014, -0.006], [0.002, -0.013, -0.034], [-0.004, -0.037, -0.019], [0.012, 0.009, 0.025], [-0.015, 0.077, -0.012], [-0.006, -0.010, -0.008], [0.013, -0.009, 0.028], [0.011, 0.024, -0.020], [0.035, -0.006, -0.038], [0.008, -0.004, -0.008], [-0.010, -0.008, -0.002], [-0.008, -0.006, 0.027], [0.002, 0.001, -0.007], [-0.001, -0.001, -0.002], [-0.008, 0.009, -0.015], [-0.013, 0.002, 0.003], [-0.026, -0.001, 0.004], [-0.008, 0.026, 0.002], [0.001, -0.005, 0.006], [0.003, -0.002, -0.004], [0.004, -0.008, 0.001], [0.003, 0.004, -0.006], [0.009, -0.008, -0.005], [-0.003, 0.001, -0.002], [0.000, 0.002, 0.001], [-0.004, 0.004, 0.006], [0.023, 0.000, 0.012], [0.009, -0.009, -0.007], [0.005, -0.001, -0.002], [-0.002, 0.003, 0.001], [0.001, 0.000, 0.005], [-0.010, -0.004, -0.012], [-0.009, -0.053, -0.031], [0.001, 0.002, 0.001], [0.003, 0.000, 0.002], [-0.001, 0.003, 0.002], [-0.001, 0.007, -0.011], [0.022, -0.017, -0.011], [0.027, 0.039, 0.005], [-0.029, -0.021, 0.021], [0.085, -0.088, -0.117], [0.304, -0.040, -0.037], [0.043, -0.001, -0.028], [0.003, -0.015, -0.062], [-0.026, 0.020, 0.023], [0.037, -0.003, -0.027], [-0.003, 0.005, 0.004], [-0.005, 0.008, 0.000], [-0.005, 0.007, 0.006], [-0.001, -0.015, 0.051], [0.022, -0.012, 0.030], [-0.001, 0.001, 0.000], [0.012, 0.014, -0.025], [0.040, 0.017, 0.017], [-0.029, 0.054, 0.005], [0.011, -0.010, 0.011], [-0.015, -0.007, 0.020], [0.018, -0.051, 0.034], [-0.060, -0.003, -0.026], [-0.005, -0.003, 0.013], [0.007, 0.001, -0.003], [0.009, -0.012, -0.006], [-0.009, 0.003, 0.003], [-0.008, -0.002, 0.003], [-0.006, -0.002, 0.009], [-0.018, 0.009, 0.001], [-0.258, -0.311, 0.016], [0.244, 0.238, -0.085], [-0.193, -0.095, -0.012], [0.092, 0.325, -0.078], [-0.461, -0.372, -0.028], [0.502, 0.086, 0.107], [-0.005, -0.007, -0.008], [-0.029, 0.008, 0.007], [0.019, 0.054, 0.035], [0.054, 0.039, 0.048]], "orbital_gap_ev": [5.313, 8.044], "total_charge": -1, "e_above_lowest_kj_mol": 15.8, "total_energy_ev": -162898.3531, "spin_multiplicity": 3}

# 4
{"formula": "F2HNOS", "method": "ωB97M-V with the def2-TZVPD basis set", "symbols": ["N", "O", "F", "F", "S", "H"], "xyz": [[-0.36959, 0.39528, -0.11185], [-2.65394, -2.35939, 0.26050], [-2.42224, 1.12750, -1.18817], [-2.32083, 1.26999, 1.02543], [-1.87020, 0.14815, -0.06861], [0.22020, -0.21550, 0.31308]], "atomic_forces_ev_per_a": [[-3.991, 1.730, -1.817], [0.006, 0.057, 0.000], [0.206, -0.707, -0.307], [-0.608, -0.682, 0.189], [2.465, 2.200, 0.665], [1.923, -2.597, 1.270]], "orbital_gap_ev": [7.858, 7.866], "total_charge": 0, "e_above_lowest_kj_mol": 498.2, "total_energy_ev": -19817.2419}

| no. | F_max (hartree/bohr) |
| --- | --- |
| 1 | 0.1299 |
| 2 | 0.0571 |
| 3 | 0.0138 |
| 4 | 0.0917 |